# 1
DFT (ωB97M-V with the def2-TZVPD basis set) results for an isolated molecule of CH2N2O2 at a distorted geometry.

XYZ file:
```
7
CH2N2O2 (ωB97M-V with the def2-TZVPD basis set)
H -1.929 1.517 0.143
N -1.392 0.841 0.623
N -0.444 0.460 -0.088
C 0.718 -0.212 0.168
O 1.476 0.530 0.729
O 1.031 -1.411 -0.399
H 0.542 -1.724 -1.175
```

Values from the calculation:
E_HOMO, Ha: -0.355
LUMO, eV: -0.1
Frontier orbital gap, eV: 9.6
Charge: 0



# 2
DFT (ωB97M-V with the def2-TZVPD basis set) results for a cluster of 2 separate species, C4H12 in total at a distorted geometry.

XYZ file:
```
16
C4H12 (ωB97M-V with the def2-TZVPD basis set)
C -1.900 0.665 -0.516
C -0.874 0.919 -1.685
H -2.026 1.699 -0.188
H -2.791 0.107 -0.752
H -1.261 0.271 0.266
H -1.399 0.986 -2.628
H -0.065 0.199 -1.661
H -0.450 1.909 -1.509
C 2.055 -0.576 1.218
C 0.623 -1.104 0.930
H 2.299 0.279 0.609
H 2.113 -0.149 2.230
H 2.774 -1.393 1.164
H 0.184 -0.670 0.055
H -0.002 -0.998 1.805
H 0.720 -2.143 0.661
```

Values from the calculation:
E_HOMO, Ha: -0.427
LUMO, eV: 1.2
Frontier orbital gap, eV: 12.8
Charge: 0



# 3
DFT (ωB97M-V with the def2-TZVPD basis set) results for a structure of composition C2HO3S at a distorted geometry.

XYZ file:
```
7
C2HO3S (ωB97M-V with the def2-TZVPD basis set)
C 0.871 1.392 -1.453
C 0.311 0.668 -0.680
O -0.907 -1.783 -0.104
O 0.657 -0.898 1.596
O -1.768 -0.591 1.878
S -0.612 -0.758 0.890
H 1.448 1.969 -2.128
```

Values from the calculation:
E_HOMO, Ha: -0.215
LUMO, eV: 3.6
Frontier orbital gap, eV: 9.5
Charge: -1



# 4
DFT (ωB97M-V with the def2-TZVPD basis set) results for an isolated molecule of C3H5NO3 at a distorted geometry.

XYZ file:
```
12
C3H5NO3 (ωB97M-V with the def2-TZVPD basis set)
C 0.355 1.263 1.837
O 0.161 -0.138 0.937
N 0.788 0.389 -0.236
C 0.358 -0.221 -1.406
C -0.707 -1.249 -1.553
O -0.405 -1.665 -2.698
O -1.504 -1.631 -0.685
H -0.148 2.287 1.231
H 1.455 1.515 1.841
H 0.046 0.732 2.960
H 0.953 -0.292 -2.325
H -1.351 -0.988 0.095
```

Values from the calculation:
E_HOMO, Ha: -0.357
LUMO, eV: 0.0
Frontier orbital gap, eV: 9.7
Charge: 0



# 5
DFT (ωB97M-V with the def2-TZVPD basis set) results for a structure of composition C5H8CuO3 at a distorted geometry.

XYZ file:
```
17
C5H8CuO3 (ωB97M-V with the def2-TZVPD basis set)
H 4.605 -0.418 -0.079
O 1.490 0.505 1.486
C 1.168 1.071 0.382
O 1.847 1.608 -0.445
Cu 4.120 1.648 -0.996
O -0.205 0.834 0.195
C -0.791 1.200 -0.873
C 2.835 0.484 1.879
H 3.125 1.342 2.486
C 3.635 -0.547 1.478
H 3.174 -1.429 1.023
H 4.631 -0.570 1.925
C -2.228 1.202 -0.919
H -0.162 1.551 -1.702
H -2.526 0.673 -1.842
H -2.532 2.250 -1.102
H -2.690 0.786 -0.021
```

Values from the calculation:
E_HOMO (alpha / beta), Ha: -0.623 / -0.686
LUMO (alpha / beta), eV: -9.7 / -9.8
⟨S²⟩: 0.785
Multiplicity: 2
Frontier orbital gap (alpha / beta), eV: 7.3 / 8.9
Charge: +2



# 6
DFT (ωB97M-V with the def2-TZVPD basis set) results for an isolated molecule of C5H5BrClN3O3 at a distorted geometry.

XYZ file:
```
18
C5H5BrClN3O3 (ωB97M-V with the def2-TZVPD basis set)
N 1.158 -0.227 3.461
C 0.870 -0.309 2.373
C 0.084 -0.491 0.798
Br 0.066 -2.476 0.492
C -1.323 -0.068 0.999
Cl -1.238 1.557 1.757
O -1.963 -0.065 -0.220
C -1.347 0.561 -1.286
C 0.093 0.215 -1.528
N 0.711 0.177 -0.170
N 2.125 -0.022 -0.266
O 2.649 0.228 -1.360
O 2.577 -0.474 0.739
H -1.865 -0.790 1.627
H -1.396 1.653 -1.173
H -2.041 0.302 -2.215
H 0.336 -0.813 -1.936
H 0.505 1.040 -2.093
```

Values from the calculation:
E_HOMO, Ha: -0.406
LUMO, eV: -0.6
Frontier orbital gap, eV: 10.5
Charge: 0



# 7
DFT (ωB97M-V with the def2-TZVPD basis set) results for a cluster of 2 separate species, C4H11NO4 in total at a distorted geometry.

XYZ file:
```
20
C4H11NO4 (ωB97M-V with the def2-TZVPD basis set)
O -1.551 -0.958 -0.655
C -0.436 -0.468 -0.727
C -0.206 0.989 -0.972
C -0.232 1.924 0.292
O -1.043 1.444 1.309
N 0.572 -1.412 -1.035
C 1.934 -1.232 -0.672
O 2.020 -0.775 0.689
H -1.094 1.320 -1.503
H 0.763 1.214 -1.485
H -0.705 2.888 -0.007
H 0.756 2.220 0.699
H -1.982 1.621 1.365
H 0.161 -2.331 -0.985
H 2.370 -0.453 -1.290
H 2.441 -2.213 -0.758
H 2.308 0.125 0.844
O -2.419 -1.280 1.736
H -1.738 -1.870 2.086
H -1.919 -0.754 1.067
```

Values from the calculation:
E_HOMO, Ha: -0.364
LUMO, eV: 0.5
Frontier orbital gap, eV: 10.4
Charge: 0



# 8
DFT (ωB97M-V with the def2-TZVPD basis set) results for a structure of composition C17H34CdNPSi at a distorted geometry.

XYZ file:
```
55
C17H34CdNPSi (ωB97M-V with the def2-TZVPD basis set)
C -2.531 0.542 -3.854
C -2.312 -0.646 -3.195
C -1.472 -0.751 -2.072
C -0.890 0.400 -1.588
C -1.126 1.606 -2.205
C -1.983 1.677 -3.286
C -1.449 -2.115 -1.476
C -0.041 -2.785 -1.313
N 1.064 -1.793 -1.116
Cd 0.226 0.026 0.486
C -0.594 2.880 -1.678
P 1.072 2.356 -0.961
H -2.854 -1.546 -3.534
H -2.367 2.620 -3.752
H -3.201 0.534 -4.732
H -1.181 3.285 -0.878
H -0.416 3.667 -2.375
H -1.881 -1.984 -0.482
H -2.092 -2.808 -2.027
H -0.065 -3.461 -0.430
C 1.657 3.751 0.036
C 1.979 2.395 -2.525
H 0.193 -3.394 -2.228
C 1.637 -1.246 -2.353
C 2.148 -2.201 -0.190
H 0.137 1.630 1.222
H 2.103 -2.069 -2.943
H 0.793 -0.826 -2.927
H 2.403 -0.499 -2.043
H 2.768 -2.984 -0.688
H 2.810 -1.342 0.024
H 1.739 -2.679 0.730
H 2.000 3.430 -2.894
H 3.008 2.062 -2.290
H 1.484 1.758 -3.281
H 1.799 4.652 -0.561
H 0.968 3.950 0.867
H 2.621 3.403 0.450
H 1.120 1.434 1.472
C -0.510 1.076 4.003
Si -0.572 -0.780 3.535
C 1.171 -1.400 3.957
C -1.818 -1.588 4.703
C -1.103 -1.237 1.750
H -0.404 1.283 5.073
H -1.421 1.612 3.711
H 0.304 1.674 3.583
H 1.442 -1.275 5.015
H 1.281 -2.477 3.793
H 1.967 -0.920 3.379
H -2.826 -1.233 4.479
H -1.834 -2.666 4.524
H -1.709 -1.466 5.787
H -1.013 -2.345 1.636
H -2.230 -1.184 1.662
```

Values from the calculation:
E_HOMO, Ha: -0.246
LUMO, eV: -0.3
Frontier orbital gap, eV: 6.4
Charge: 0



# 9
DFT (ωB97M-V with the def2-TZVPD basis set) results for an isolated molecule of C4H10O2.

XYZ file:
```
16
C4H10O2 (ωB97M-V with the def2-TZVPD basis set)
C -1.160 1.668 -0.250
O -0.974 0.271 -0.253
C 0.367 -0.108 0.040
C 0.571 -0.260 1.548
C 0.605 -1.410 -0.715
O 0.285 -1.275 -2.076
H -0.694 2.142 0.627
H -0.735 2.129 -1.155
H -2.235 1.859 -0.221
H 1.044 0.650 -0.382
H -0.096 0.415 2.092
H 1.600 -0.043 1.849
H 0.330 -1.281 1.864
H 1.663 -1.688 -0.648
H 0.017 -2.210 -0.236
H -0.590 -0.859 -2.085
```

Values from the calculation:
E_HOMO, Ha: -0.370
LUMO, eV: 1.0
Frontier orbital gap, eV: 11.1
Charge: 0



The lowest charge belongs to which entry? C2HO3S



Among the records above, which one has the highest charge? C5H8CuO3